(1)
This record from the Open Molecules 2025 dataset describes a molecular structure, C23H37As2CoN2O12. The level of theory is ωB97M-V/def2-TZVPD.

XYZ file:
```
77
Properties=species:S:1:pos:R:3:mulliken_charge:R:1
Co -0.174 -0.252 0.194 1.69
C 1.050 -4.592 -1.232 -1.04
N 2.024 -3.507 -1.114 0.17
C 3.411 -3.931 -1.250 -0.98
C 1.631 -2.277 -0.845 0.99
O 0.427 -1.971 -0.723 -1.11
C 2.692 -1.193 -0.660 -1.20
O 2.082 0.037 -0.299 -0.20
C 2.236 1.138 -1.186 -1.34
C 0.953 1.362 -1.973 1.17
O -0.068 0.733 -1.632 -0.72
N 0.976 2.216 -2.977 0.21
C -0.237 2.483 -3.751 -1.01
C 2.166 2.992 -3.315 -1.03
H 1.103 -5.029 -2.229 0.35
H 0.050 -4.211 -1.062 0.29
H 1.282 -5.365 -0.499 0.35
H 3.529 -4.477 -2.186 0.35
H 3.668 -4.608 -0.434 0.36
H 4.103 -3.094 -1.247 0.35
H 3.284 -1.087 -1.570 0.64
H 3.345 -1.486 0.164 0.57
H 3.093 0.993 -1.843 0.59
H 2.394 2.022 -0.565 0.46
H -1.016 1.793 -3.449 0.29
H -0.028 2.346 -4.811 0.40
H -0.568 3.507 -3.581 0.33
H 2.511 3.581 -2.465 0.37
H 1.913 3.674 -4.121 0.39
H 2.980 2.355 -3.665 0.32
C -2.974 0.737 -0.174 -0.98
O -1.862 0.241 0.514 -0.62
H -3.096 0.257 -1.147 0.36
H -2.877 1.819 -0.319 0.27
H -3.873 0.557 0.423 0.26
C -0.539 5.880 -0.337 -0.60
O -0.938 5.075 0.786 -0.29
C -0.505 3.842 0.830 0.09
O 0.298 3.364 0.042 -0.46
C -0.965 3.033 1.997 -0.02
C -2.061 3.216 2.730 1.25
As -2.506 2.387 4.448 -0.20
C -4.273 1.714 3.873 -1.00
C -1.589 0.633 4.316 1.14
C -0.747 0.262 3.337 0.11
As 0.184 1.485 2.111 1.41
C 1.563 2.112 3.362 -1.21
C -0.358 -1.119 2.933 -0.17
O 0.404 -1.279 1.955 -0.66
O -0.888 -2.132 3.528 -0.27
C -0.508 -3.452 3.089 -0.66
C -1.936 -0.204 5.537 0.02
O -1.288 -1.102 5.988 -0.52
O -3.011 0.313 6.135 -0.25
C -3.419 -0.299 7.374 -0.76
C -3.118 4.225 2.368 -0.36
O -3.657 4.269 1.297 -0.52
O -3.444 4.950 3.436 -0.34
C -4.462 5.958 3.262 -0.80
H -1.164 6.765 -0.303 0.28
H -0.705 5.334 -1.263 0.20
H 0.512 6.148 -0.252 0.28
H -4.782 2.497 3.314 0.39
H -4.864 1.461 4.746 0.36
H -4.159 0.835 3.241 0.31
H 1.055 2.483 4.250 0.42
H 2.142 2.910 2.901 0.43
H 2.224 1.290 3.629 0.42
H -1.098 -4.142 3.679 0.27
H 0.553 -3.607 3.276 0.32
H -0.716 -3.571 2.027 0.25
H -4.133 0.381 7.826 0.27
H -2.560 -0.441 8.023 0.35
H -3.886 -1.261 7.172 0.31
H -4.850 6.171 4.252 0.28
H -5.247 5.593 2.605 0.37
H -4.014 6.855 2.840 0.30
```

Values from the calculation:
Charge: +2
Spin multiplicity: 5
Kohn-Sham gap (spin up / spin down) in eV: 7.783 / 6.104
ΔE to the lowest compared entry with this formula, charge and spin in kJ/mol: 65.8

***

(2)
This record from the Open Molecules 2025 dataset describes a molecular structure, C23H37AuN4OS. The level of theory is ωB97M-V/def2-TZVPD.

XYZ file:
```
67
Properties=species:S:1:pos:R:3:mulliken_charge:R:1
Au 0.425 -0.097 0.256 0.94
C 3.411 -2.592 4.077 -1.58
C 1.999 -2.038 4.319 2.16
C 1.069 -3.126 4.879 -1.54
C 2.043 -0.824 5.262 -1.59
C 1.450 -1.593 3.031 -0.36
N 1.009 -1.266 2.023 -0.93
H 3.820 -2.920 5.031 0.41
H 4.070 -1.827 3.667 0.40
H 3.393 -3.445 3.399 0.38
H 1.459 -3.452 5.842 0.42
H 1.029 -3.992 4.218 0.38
H 0.059 -2.745 5.031 0.38
H 2.450 -1.147 6.219 0.42
H 1.046 -0.418 5.433 0.38
H 2.685 -0.038 4.864 0.40
C 1.970 6.495 -0.909 -1.18
C 2.140 5.052 -0.564 0.82
C 3.377 4.496 -0.204 -0.55
C 3.434 3.137 0.085 -0.32
N 2.363 2.354 0.029 -0.29
C 1.233 2.987 -0.313 0.39
S -0.234 2.061 -0.387 -0.25
N 1.061 4.275 -0.603 -0.46
H 2.890 7.055 -0.763 0.37
H 1.178 6.929 -0.300 0.33
H 1.660 6.585 -1.951 0.31
H 4.266 5.108 -0.153 0.38
H 4.366 2.663 0.369 0.47
C -0.766 -4.816 -2.175 -0.91
N -1.062 -3.796 -1.127 0.05
C -0.046 -3.842 -0.043 -0.64
C -1.263 -2.390 -1.681 -1.40
C -0.034 -1.810 -2.323 1.88
C 0.278 -2.188 -3.631 -0.50
C 1.417 -1.718 -4.266 -0.84
C 2.259 -0.837 -3.601 -0.65
C 1.936 -0.410 -2.318 -0.34
C 0.802 -0.893 -1.686 -0.37
H -0.778 -5.801 -1.714 0.37
H 0.215 -4.615 -2.593 0.46
H -1.522 -4.765 -2.954 0.35
H -1.959 -4.050 -0.709 0.34
H 0.912 -3.530 -0.451 0.37
H 0.022 -4.859 0.336 0.43
H -0.345 -3.166 0.755 0.10
H -1.609 -1.781 -0.844 -0.03
H -2.068 -2.487 -2.408 0.61
H -0.392 -2.849 -4.169 0.51
H 1.638 -2.021 -5.280 0.43
H 3.149 -0.459 -4.085 0.45
H 2.565 0.321 -1.822 0.46
C -2.946 0.725 -2.239 -0.64
C -3.584 0.627 -0.874 -0.61
O -2.639 0.229 0.129 0.00
C -3.265 0.289 1.411 -0.49
C -2.302 -0.202 2.464 -0.93
H -3.712 1.007 -2.961 0.44
H -2.509 -0.217 -2.572 -0.07
H -2.174 1.493 -2.272 0.18
H -4.407 -0.098 -0.886 0.37
H -4.010 1.597 -0.597 0.42
H -4.173 -0.324 1.400 0.37
H -3.567 1.320 1.620 0.37
H -1.978 -1.226 2.255 0.16
H -2.784 -0.191 3.441 0.48
H -1.420 0.441 2.517 0.13
```

Values from the calculation:
Charge: +2
Spin multiplicity: 3
Kohn-Sham gap (spin up / spin down) in eV: 8.913 / 5.869
ΔE to the lowest compared entry with this formula, charge and spin in kJ/mol: 27.2

***

(3)
This record from the Open Molecules 2025 dataset describes a molecular structure, C23H37BCaCl6KNaO12P. The level of theory is ωB97M-V/def2-TZVPD.

XYZ file:
```
83
Properties=species:S:1:pos:R:3:mulliken_charge:R:1
O -1.537 0.116 5.128 -0.56
C -0.550 -0.443 4.504 -0.12
O -0.574 -0.824 3.085 -0.04
C -0.087 -2.202 2.913 -0.47
C 0.137 -2.660 1.400 -0.78
C -1.161 -2.597 0.462 -0.09
C -1.624 -1.110 0.057 -0.60
B -0.508 -0.409 -0.896 0.35
C -0.246 1.202 -0.982 0.18
C -0.941 2.232 -0.018 -0.15
C -0.629 3.743 -0.251 -0.75
C 0.324 4.179 -1.379 0.05
C 1.059 3.146 -2.318 -0.65
C 0.758 1.648 -2.105 -0.59
H 0.461 -0.644 5.033 0.63
H 0.954 -2.238 3.420 0.37
H -0.742 -2.983 3.487 0.27
H 0.457 -3.766 1.439 0.37
H 1.040 -2.099 0.955 0.32
H -0.866 -3.125 -0.523 -0.11
H -2.044 -3.220 0.870 0.39
H -1.893 -0.430 0.933 0.03
H -2.589 -1.223 -0.570 0.31
H 0.124 -1.126 -1.601 -0.09
H -1.638 1.882 0.807 0.33
H -1.124 4.547 0.391 0.33
H 0.521 5.286 -1.562 0.15
H 1.783 3.448 -3.167 0.58
H 1.254 0.842 -2.754 0.27
C 2.226 2.574 6.938 -0.08
C 1.317 1.747 6.080 -0.45
O 2.208 0.848 5.439 -0.26
C 3.319 0.753 6.232 0.59
O 4.192 -0.045 6.072 -0.54
O 3.296 1.683 7.223 -0.25
H 1.741 2.906 7.858 0.36
H 2.624 3.452 6.407 0.03
H 0.595 1.171 6.668 0.36
H 0.776 2.346 5.345 0.33
O -2.956 -2.762 -3.247 -0.58
P -3.084 -3.048 -4.754 0.96
O -4.684 -3.467 -4.708 -0.36
C -5.656 -2.435 -4.672 -0.28
C -5.796 -1.756 -6.022 -0.96
O -2.482 -4.589 -4.645 -0.40
C -1.519 -4.898 -3.636 -0.21
C -2.186 -5.498 -2.416 -1.34
O -3.172 -3.315 -6.447 -0.26
C -2.010 -2.986 -7.214 -0.34
C -0.880 -3.987 -7.033 -0.94
H -5.405 -1.710 -3.890 0.20
H -6.607 -2.901 -4.401 0.35
H -4.889 -1.196 -6.271 0.23
H -6.637 -1.058 -6.019 0.41
H -5.947 -2.493 -6.814 0.23
H -0.932 -4.010 -3.376 0.19
H -0.819 -5.621 -4.059 0.46
H -3.056 -4.915 -2.088 0.29
H -1.480 -5.566 -1.587 0.43
H -2.564 -6.536 -2.646 0.27
H -1.677 -1.974 -6.963 0.28
H -2.317 -2.985 -8.263 0.34
H -0.390 -3.845 -6.066 0.19
H -0.119 -3.858 -7.806 0.42
H -1.252 -5.013 -7.067 0.27
Cl -1.367 -7.858 -2.860 -0.71
Na -1.896 -1.963 5.178 0.97
C 3.506 4.265 3.479 -0.16
Cl 2.165 4.520 4.611 -0.23
Cl 2.912 3.757 1.896 -0.06
H 4.060 5.201 3.368 0.15
H 4.164 3.492 3.877 0.30
K 2.245 4.928 -3.972 1.03
C 6.392 2.874 7.046 0.84
O 5.873 3.038 8.151 -0.50
O 7.552 2.443 6.853 -0.44
O 5.834 3.119 5.943 -0.51
Ca 3.486 6.893 5.211 0.43
C 4.320 7.738 0.457 0.00
Cl 3.319 7.608 -0.998 -0.12
Cl 5.129 9.306 0.526 -0.09
Cl 3.324 7.488 1.906 -0.07
H 5.081 6.961 0.419 0.27
```

Values from the calculation:
Charge: +1
Kohn-Sham gap in eV: 0.872

***

The lowest charge belongs to which entry? C23H37BCaCl6KNaO12P

***

charge of number 3 (C23H37BCaCl6KNaO12P)? +1